1.
Molecular formula: C34H22AsF15GeN6OSTa
Method: DFT, ωB97M-V/def2-TZVPD

```
82
Properties=species:S:1:pos:R:3
Ta -0.497 0.732 -0.207
C 0.014 -1.020 -2.564
C -0.989 -0.995 -1.467
C -0.662 -2.210 -0.661
C 0.399 -2.833 -1.222
C 0.813 -2.098 -2.407
H 0.026 -0.322 -3.389
H -2.010 -0.938 -1.849
H -1.226 -2.560 0.187
H 0.830 -3.766 -0.885
H 1.594 -2.407 -3.088
N 1.591 2.824 1.652
C 0.740 2.191 2.487
N 0.960 2.356 3.773
C 0.135 1.723 4.616
N 0.314 1.865 5.911
N -0.896 0.930 4.210
C -1.026 0.804 2.931
N -0.255 1.383 1.963
C -2.112 -0.046 2.434
C -3.071 -0.560 3.279
C -4.096 -1.322 2.740
C -4.122 -1.524 1.372
C -3.118 -0.983 0.592
N -2.103 -0.262 1.108
H 2.148 3.523 2.129
H 1.230 3.104 0.745
H 1.046 2.467 6.257
H -0.307 1.412 6.563
H -3.005 -0.351 4.337
H -4.867 -1.736 3.377
H -4.907 -2.097 0.899
H -3.126 -1.138 -0.470
F -0.895 6.147 -3.994
C -0.408 6.609 -2.847
C -0.624 5.922 -1.661
C 0.003 6.400 -0.518
F -0.141 5.727 0.645
C 0.781 7.535 -0.522
F 1.374 7.961 0.583
C 0.943 8.226 -1.716
F 1.681 9.312 -1.741
C 0.356 7.762 -2.883
F 0.546 8.408 -4.016
Ge -1.630 4.318 -1.492
S 0.083 2.825 -1.162
C -2.807 4.285 0.031
C -3.411 5.416 0.560
F -3.058 6.623 0.140
C -4.402 5.329 1.527
F -4.959 6.414 2.017
C -4.811 4.083 1.976
F -5.752 3.984 2.889
C -4.226 2.931 1.467
F -4.610 1.730 1.894
C -3.246 3.076 0.515
F -2.688 1.908 -0.003
C -2.667 3.638 -2.959
C -2.713 2.306 -3.325
F -2.045 1.367 -2.587
C -3.459 1.841 -4.384
F -3.472 0.551 -4.690
C -4.222 2.746 -5.109
F -4.950 2.323 -6.116
C -4.250 4.084 -4.744
F -5.016 4.928 -5.401
C -3.486 4.504 -3.671
F -3.585 5.774 -3.280
C 2.961 -0.516 2.160
As 2.962 -0.127 0.311
C 3.995 1.367 -0.200
C 3.547 -1.629 -0.669
O 1.263 0.244 -0.085
H 3.914 -0.997 2.384
H 2.147 -1.211 2.367
H 2.858 0.399 2.740
H 5.032 1.026 -0.216
H 3.869 2.176 0.511
H 3.697 1.672 -1.203
H 4.575 -1.790 -0.334
H 3.532 -1.407 -1.733
H 2.935 -2.497 -0.442
```

Output
* HOMO-LUMO gap: 0.2372 Eh
* total charge: +3
* lowest unoccupied orbital energy: -9.6 eV



2.
Molecular formula: C34H22Br4N8O9Ti
Method: DFT, ωB97M-V/def2-TZVPD

```
78
Properties=species:S:1:pos:R:3
Ti 0.099 -0.841 -0.347
C -2.655 3.349 -1.984
C -1.434 3.578 -1.140
C -1.309 4.751 -0.414
C -0.266 4.896 0.493
C 0.680 3.883 0.579
C 0.525 2.762 -0.234
N -0.551 2.582 -1.030
C 1.700 1.964 -0.490
C 2.924 2.627 -0.361
C 4.101 1.949 -0.636
C 3.994 0.676 -1.086
C 2.745 0.080 -1.258
N 1.534 0.702 -0.899
C 2.661 -1.270 -1.695
C 3.742 -2.152 -1.817
C 3.564 -3.242 -2.654
C 2.269 -3.491 -3.192
C 1.166 -2.784 -2.694
C -0.270 -3.176 -3.010
N 1.393 -1.676 -1.946
H -3.072 4.276 -2.396
H -3.421 2.843 -1.420
H -2.420 2.645 -2.829
H -1.999 5.559 -0.565
H -0.266 5.760 1.144
H 1.524 3.885 1.242
H 2.903 3.713 -0.227
H 5.072 2.445 -0.501
H 4.855 0.034 -1.226
H 4.673 -1.995 -1.318
H 4.392 -3.892 -2.957
H 2.080 -4.378 -3.855
H -0.363 -3.920 -3.791
H -0.798 -2.299 -3.348
H -0.796 -3.543 -2.116
O -2.360 1.425 1.902
C -2.077 0.559 1.085
O -0.881 0.038 0.985
C -3.079 0.065 0.017
C -4.496 -0.010 0.325
C -5.303 -0.677 -0.621
C -4.866 -1.065 -1.872
C -3.572 -0.652 -2.212
C -2.618 -0.342 -1.245
O -1.359 -0.662 -1.528
N -3.125 -0.605 -3.545
O -2.205 0.211 -3.835
O -3.716 -1.407 -4.330
N -6.724 -0.802 -0.374
O -7.171 -0.519 0.758
O -7.431 -1.211 -1.311
H -4.881 0.223 1.336
H -5.558 -1.598 -2.534
Br 3.824 -6.030 2.409
C 2.395 -4.958 1.761
C 1.175 -5.529 1.312
Br 1.120 -7.408 1.240
C 0.106 -4.799 0.881
Br -1.553 -5.675 0.523
C 0.223 -3.390 0.749
O -0.691 -2.634 0.205
C 1.458 -2.761 1.211
O 1.504 -1.468 1.090
C 2.519 -3.566 1.716
Br 4.089 -2.644 2.359
N -0.367 3.799 3.847
C 0.714 3.045 4.103
C 0.710 1.639 4.076
N 1.751 0.937 4.478
C 2.863 1.589 4.779
C 2.868 2.981 4.771
N 1.822 3.694 4.425
H -1.152 3.433 3.314
H -0.273 4.800 3.945
H -0.125 1.052 3.717
H 3.709 0.991 5.102
H 3.756 3.631 4.959
```

Output
* HOMO-LUMO gap (alpha / beta): 0.1469 / 0.2397 Eh
* total charge: -2
* multiplicity: 3
* lowest unoccupied orbital energy (alpha / beta): 3.7 / 3.7 eV